1.
113
Properties=species:S:1:pos:R:3 method="wB97M-V/def2-TZVPD" spin_multiplicity=5 gap_ev="6.435 / 6.289" energy_ha=-4433.1423 homo_ha="-0.2618 / -0.2601"
Cr 0.04 -0.10 -1.06
C -4.47 0.69 -5.41
C -3.98 1.51 -4.41
C -2.85 1.14 -3.69
C -2.18 -0.03 -3.95
C -2.69 -0.87 -4.94
C -3.82 -0.52 -5.66
N -0.96 -0.37 -3.21
N -0.39 -1.32 -3.76
C 0.80 -1.84 -3.22
C 1.35 -2.86 -4.00
C 2.53 -3.45 -3.60
C 3.13 -2.99 -2.43
C 2.54 -2.00 -1.66
C 1.34 -1.38 -2.00
H -5.34 0.98 -5.99
H -4.47 2.45 -4.19
H -2.50 1.81 -2.93
H -2.20 -1.81 -5.15
H -4.20 -1.19 -6.42
H 0.84 -3.16 -4.90
H 2.99 -4.24 -4.19
H 4.08 -3.42 -2.11
H 3.04 -1.70 -0.76
C 3.80 -1.47 3.42
Si 2.57 -1.65 2.00
C 3.20 -3.21 1.15
C 0.95 -2.13 2.83
Si 2.00 0.33 0.77
Si 3.99 1.09 -0.26
C 3.57 2.52 -1.43
C 5.25 1.73 0.98
C 5.00 -0.09 -1.32
Si 2.07 1.86 2.63
C 2.26 3.66 2.04
C 3.39 1.75 3.98
C 0.45 1.78 3.64
H 3.96 -2.44 3.88
H 3.42 -0.79 4.18
H 4.77 -1.09 3.09
H 3.43 -3.95 1.93
H 4.13 -3.02 0.59
H 2.48 -3.64 0.46
H 0.99 -3.13 3.29
H 0.15 -2.13 2.09
H 0.69 -1.41 3.61
H 3.30 3.43 -0.89
H 2.74 2.25 -2.09
H 4.43 2.76 -2.06
H 4.92 2.64 1.49
H 6.20 1.96 0.47
H 5.46 0.98 1.74
H 4.46 -0.42 -2.21
H 5.31 -0.98 -0.77
H 5.91 0.43 -1.65
H 2.87 4.22 2.75
H 1.30 4.16 1.96
H 2.76 3.73 1.07
H 4.38 1.50 3.59
H 3.15 1.03 4.74
H 3.46 2.73 4.46
H -0.13 0.88 3.44
H -0.19 2.65 3.43
H 0.67 1.80 4.71
C -3.19 -1.86 -1.35
P -1.96 -1.54 -0.02
C -1.54 -3.30 0.32
C -2.45 -4.15 0.95
C -2.15 -5.49 1.12
C -0.94 -6.00 0.66
C -0.04 -5.16 0.02
C -0.34 -3.82 -0.14
C -3.07 -1.13 1.38
C -2.67 -1.39 2.69
C -3.44 -0.97 3.76
C -4.62 -0.27 3.54
C -5.03 0.00 2.24
C -4.26 -0.44 1.17
H -3.98 -2.51 -0.98
H -2.67 -2.37 -2.17
H -3.62 -0.94 -1.75
H -3.39 -3.77 1.31
H -2.85 -6.14 1.62
H -0.71 -7.05 0.79
H 0.91 -5.55 -0.34
H 0.38 -3.16 -0.63
H -1.75 -1.93 2.88
H -3.12 -1.18 4.77
H -5.22 0.07 4.38
H -5.95 0.54 2.06
H -4.60 -0.22 0.16
C -0.38 2.63 0.64
N -0.98 3.93 0.93
C -0.71 4.82 -0.20
N -1.26 4.27 -1.44
C -0.64 2.98 -1.68
N -0.92 2.01 -0.59
C -2.39 1.91 -0.37
N -3.02 3.21 -0.14
C -2.42 3.77 1.08
C -2.70 4.09 -1.27
H -0.58 1.95 1.47
H 0.69 2.75 0.51
H 0.37 4.95 -0.31
H -1.17 5.79 0.00
H 0.45 3.11 -1.73
H -0.96 2.59 -2.64
H -2.54 1.30 0.52
H -2.87 1.43 -1.22
H -2.63 3.11 1.92
H -2.87 4.75 1.28
H -3.16 5.07 -1.08
H -3.13 3.68 -2.18

=====

2.
16
Properties=species:S:1:pos:R:3 method="wB97M-V/def2-TZVPD" de_lowest_ev=5.5121 charge=+1 gap_ev="6.115 / 7.446" energy_ha=-685.8685 homo_ha="-0.4384 / -0.4563"
C -0.14 2.09 -0.36
C -1.41 1.82 0.39
C 0.85 1.25 -0.66
C -1.85 0.76 0.95
C 0.95 -0.24 -0.51
C -0.14 -1.16 -0.18
N 0.37 -2.45 0.40
S 0.17 -1.00 -1.98
H -0.01 3.22 -0.65
H -2.11 2.71 0.57
H 1.75 1.85 -1.03
H -1.91 -0.14 1.52
H 2.00 -0.53 -0.28
H 0.98 -3.01 -0.23
H -0.40 -3.02 0.77
H 0.90 -2.15 1.27

=====

3.
72
Properties=species:S:1:pos:R:3 method="wB97M-V/def2-TZVPD" de_lowest_ev=0.6271 charge=+1 gap_ev=8.924 energy_ha=-2488.6189 homo_ha=-0.4147
Au 0.23 -0.11 -0.01
O 4.14 -1.07 -1.76
C 2.86 -0.86 -1.61
O 2.41 -0.28 -0.64
C 2.00 -1.40 -2.76
N 2.92 -1.93 -3.77
C 2.85 -1.08 -4.97
C 2.29 0.24 -4.46
C 1.26 -0.23 -3.43
H 1.32 -2.13 -2.34
H 2.76 -2.91 -3.99
H 4.23 -1.54 -2.65
H 2.20 -1.50 -5.74
H 3.85 -0.98 -5.39
H 1.84 0.83 -5.26
H 3.06 0.83 -3.97
H 0.37 -0.59 -3.93
H 0.98 0.54 -2.71
O -1.93 -0.04 -0.08
S -3.10 -0.68 -0.78
C -3.65 0.62 -1.99
C -3.98 1.93 -1.36
C -2.98 2.70 -0.76
C -3.30 3.91 -0.18
C -4.60 4.38 -0.21
C -5.60 3.62 -0.79
C -5.29 2.39 -1.35
C -4.49 -0.52 0.42
C -4.09 -1.19 1.70
C -3.86 -2.56 1.75
C -3.47 -3.16 2.93
C -3.31 -2.39 4.08
C -3.54 -1.03 4.04
C -3.93 -0.43 2.85
H -4.50 0.20 -2.53
H -2.80 0.71 -2.67
H -1.97 2.33 -0.73
H -2.52 4.50 0.28
H -4.83 5.35 0.21
H -6.61 3.98 -0.82
H -6.07 1.80 -1.81
H -5.33 -1.02 -0.06
H -4.70 0.53 0.58
H -3.98 -3.15 0.85
H -3.29 -4.22 2.97
H -3.02 -2.86 5.01
H -3.43 -0.43 4.93
H -4.10 0.64 2.82
O 0.39 0.22 2.37
S 1.72 0.37 3.02
C 2.65 1.39 1.84
C 4.03 1.41 1.82
C 4.68 2.20 0.88
C 3.94 2.97 -0.01
C 2.56 2.96 0.04
C 1.91 2.18 0.98
C 2.62 -1.17 2.68
C 3.74 -1.49 3.42
C 4.40 -2.68 3.13
C 3.95 -3.51 2.12
C 2.81 -3.18 1.41
C 2.13 -2.02 1.71
H 4.61 0.81 2.50
H 5.75 2.23 0.85
H 4.45 3.58 -0.75
H 1.99 3.57 -0.65
H 0.84 2.20 1.08
H 4.09 -0.84 4.21
H 5.27 -2.95 3.71
H 4.48 -4.42 1.90
H 2.44 -3.84 0.64
H 1.21 -1.76 1.19

=====

4.
10
Properties=species:S:1:pos:R:3 method="wB97M-V/def2-TZVPD" de_lowest_ev=3.4290 gap_ev=10.509 energy_ha=-698.5493 homo_ha=-0.3783
O 3.78 0.64 -0.46
N 2.91 0.09 0.12
O 2.83 -1.08 0.46
H 2.02 0.69 0.30
H 0.06 0.72 1.43
N 0.29 0.86 0.47
C -0.50 0.30 -0.38
S -2.18 -0.24 -0.07
H -0.37 0.13 -1.45
H -2.02 -1.37 -0.79